Entry 1:
152
Properties=species:S:1:pos:R:3 method="wB97M-V/def2-TZVPD" de_lowest_kcal_mol=0.0 multiplicity=2 molar_mass_g_mol=825.27 homo_energy_ev="-22.43 / -22.43" total_charge=+6
S 10.16477 15.84654 17.02476
O 11.39552 15.17222 17.39501
O 10.34520 16.56189 15.75669
O 9.07784 14.90660 16.89726
O 9.84758 16.90687 18.00498
C 4.29883 18.39321 16.26237
N 4.85115 17.04792 16.86542
C 4.52429 15.96270 15.90139
C 6.40952 17.24527 17.01461
C 4.28183 16.79272 18.29946
C 2.78684 16.58622 18.46144
O 2.43926 15.29532 17.92139
H 4.89482 18.57154 15.36733
H 4.31521 19.30169 16.86443
H 3.27868 18.10853 16.00477
H 5.04709 16.04496 14.94849
H 3.43998 15.89824 15.81084
H 4.94938 15.08288 16.38441
H 6.76073 17.22691 15.98291
H 6.69997 16.34564 17.55720
H 6.55660 18.21064 17.49889
H 4.62537 17.66058 18.86240
H 4.80277 15.91680 18.68609
H 2.25538 17.38073 17.93759
H 2.70553 16.63820 19.54716
H 2.98491 14.62958 18.34641
C 10.84615 19.80117 16.26631
N 10.51342 20.64271 17.50309
C 10.22661 22.05219 16.97474
C 9.16212 20.23322 18.06074
C 11.59990 20.57257 18.64101
C 12.10362 19.11335 18.96839
O 11.14622 18.29000 19.64143
H 11.83100 20.07234 15.88599
H 10.15243 19.94054 15.43721
H 10.82963 18.73098 16.47258
H 9.33069 22.19348 16.37019
H 11.14746 22.29506 16.44453
H 10.07125 22.77585 17.77491
H 9.20272 19.15477 18.21375
H 8.32755 20.35531 17.37030
H 8.90278 20.69103 19.01534
H 11.08219 20.99876 19.50034
H 12.26300 21.36380 18.29121
H 12.99932 19.20990 19.58197
H 12.49210 18.61368 18.08097
H 10.72825 17.68868 19.02070
C 6.67367 19.07958 11.58091
N 7.67130 18.13091 12.29440
C 8.91715 18.07350 11.39117
C 8.13960 18.63330 13.67310
C 7.06383 16.74511 12.46198
C 6.81566 15.91951 11.19538
O 7.89555 15.29231 10.65472
H 5.78477 19.18532 12.20282
H 6.39475 18.68136 10.60534
H 7.17023 20.04879 11.53453
H 8.69543 17.66002 10.40731
H 9.70006 17.47530 11.85735
H 9.23590 19.10282 11.22683
H 8.18009 19.70191 13.46210
H 9.05296 18.08580 13.90574
H 7.44316 18.44134 14.48933
H 6.20760 16.75048 13.13648
H 7.76052 16.09255 12.98817
H 6.39111 16.51658 10.38832
H 5.96004 15.25784 11.33030
H 7.62747 15.08193 9.75724
C 8.69540 13.18532 19.59499
N 8.08994 14.12904 20.73829
C 7.21134 13.33892 21.70047
C 9.29450 14.67224 21.53794
C 7.37922 15.29546 20.03725
C 6.80923 16.50146 20.98637
O 5.56109 16.01845 21.62138
H 9.43434 13.70467 18.98479
H 7.88054 12.71141 19.04770
H 9.19712 12.30934 20.00613
H 6.32347 13.08780 21.12021
H 6.87054 14.06393 22.43960
H 7.84490 12.59107 22.17737
H 9.93737 15.21508 20.84502
H 9.87654 13.85034 21.95484
H 8.88395 15.27640 22.34698
H 6.53933 14.75063 19.60614
H 8.06324 15.66957 19.27552
H 6.62125 17.35973 20.34128
H 7.54247 16.73724 21.75765
H 5.50702 16.36549 22.51483
C 16.68706 14.84329 20.12864
N 16.26802 16.02005 19.27001
C 17.08538 17.27819 19.66518
C 16.66332 15.79946 17.81972
C 14.77574 16.36638 19.35968
C 13.75737 15.26618 19.23234
O 13.83742 14.69214 17.93378
H 17.65204 14.42888 19.83678
H 15.96083 14.03150 20.08741
H 16.53536 15.28526 21.11341
H 16.61191 17.70708 20.54835
H 17.01785 18.03307 18.88179
H 18.13707 17.05878 19.84930
H 16.44143 16.62351 17.14164
H 16.29364 14.91199 17.30608
H 17.71112 15.54789 17.98388
H 14.66866 17.14786 18.60739
H 14.57314 16.85512 20.31267
H 12.83661 15.84178 19.32716
H 13.82496 14.46824 19.97182
H 12.92009 14.73485 17.65400
C 13.84571 16.24790 12.18747
N 13.88284 16.28087 13.74169
C 15.33960 16.47042 14.20089
C 13.11435 17.47122 14.35121
C 13.40358 14.92213 14.32021
C 12.03563 14.41475 13.73283
O 10.97387 15.29892 13.67760
H 14.44962 15.43946 11.77540
H 14.25734 17.20221 11.85889
H 12.77755 16.17397 11.98337
H 15.60422 17.44701 13.79549
H 15.91733 15.66400 13.74920
H 15.51137 16.59848 15.26962
H 13.66912 18.40947 14.35686
H 12.78317 17.28777 15.37334
H 12.22274 17.63256 13.74532
H 13.24742 15.06367 15.38964
H 14.20205 14.23517 14.03981
H 11.76284 13.50839 14.27339
H 12.25111 14.00900 12.74437
H 10.73822 15.66313 14.53399
C 8.10482 10.60592 13.48837
N 7.76974 12.07158 13.69692
C 8.83099 12.92839 13.05848
C 6.43915 12.46106 12.96689
C 7.64821 12.21834 15.25470
C 6.82466 13.40967 15.75093
O 7.34323 14.60920 15.20322
H 9.01860 10.37581 14.03625
H 8.28542 10.50212 12.41846
H 7.26708 10.04028 13.89620
H 9.68747 12.78577 13.71743
H 8.49333 13.96024 12.96165
H 8.91798 12.62826 12.01423
H 6.50876 12.36855 11.88305
H 6.11857 13.48221 13.17327
H 5.68075 11.72074 13.22158
H 8.64308 12.49261 15.60561
H 7.18868 11.29708 15.61277
H 6.87437 13.48125 16.83744
H 5.77727 13.16476 15.57465
H 8.11551 14.82922 15.72931

***

Entry 2:
163
Properties=species:S:1:pos:R:3 method="wB97M-V/def2-TZVPD" molar_mass_g_mol=1037.95 homo_energy_ev=-5.34 total_charge=-1
C 4.20515 -0.72465 2.12641
C 3.19822 -1.85681 2.07752
O 1.90794 -1.29507 1.94276
C 0.88142 -2.23358 2.18011
P -0.79801 -1.82126 1.33251
C -1.39189 -0.54706 2.59387
B -0.32967 0.03572 3.58421
O -0.33334 -0.53715 4.84223
O 0.54199 1.07764 3.27572
C -2.51898 -1.66487 0.26352
C -3.47381 -0.58333 0.50239
O -3.50366 0.48789 0.00455
Br -4.91525 -0.89574 1.86706
N 0.01250 -0.55035 0.23391
C -0.34361 0.57890 0.08380
O -0.70307 1.69530 -0.07335
S -1.50832 -3.65493 2.61100
C -3.25747 -3.79120 2.85734
O -0.97189 -3.58573 3.97769
O -1.11682 -4.82317 1.82124
H 3.84960 0.05618 2.79750
H 4.39130 -0.31051 1.13607
H 5.14814 -1.10955 2.51825
H 3.39324 -2.51093 1.21982
H 3.25681 -2.45813 2.99390
H 0.77349 -2.39681 3.25215
H 1.14515 -3.20929 1.74599
H -0.52735 -2.81582 0.35643
H -1.93516 0.25956 2.09644
H -2.11500 -1.05372 3.24166
H 0.54826 -0.61742 5.22652
H 0.34667 1.86757 3.78341
H -2.96576 -2.65871 0.27069
H -2.16225 -1.48148 -0.75055
H -3.80483 -3.87863 1.92448
H -3.34383 -4.70929 3.44193
H -3.58682 -2.95994 3.47031
C -1.41994 5.48053 -1.25937
C -2.68752 4.72224 -0.90877
O -2.80416 3.50209 -1.61857
H -1.39174 5.69737 -2.32828
H -1.36120 6.42121 -0.70811
H -0.54049 4.88294 -1.01126
H -3.56985 5.31331 -1.15983
H -2.71752 4.51121 0.16671
H -2.03043 2.97513 -1.37657
C 0.36806 -4.98205 6.54289
C 0.20624 -3.55048 7.01478
O 0.99498 -2.64402 6.25375
H 1.41515 -5.28531 6.60101
H -0.23027 -5.66289 7.15240
H 0.03791 -5.06914 5.50626
H 0.53790 -3.43713 8.04893
H -0.84937 -3.26165 6.95866
H 0.68120 -2.73479 5.34054
C 8.39160 -3.26474 2.54776
C 7.26837 -4.17227 2.08877
O 6.26627 -3.44796 1.37749
H 7.99928 -2.48660 3.20010
H 9.14890 -3.82568 3.09866
H 8.87309 -2.79161 1.68806
H 6.78154 -4.61996 2.95510
H 7.65451 -4.97233 1.45414
H 6.70597 -3.05216 0.61737
C -4.71088 2.64915 -4.91212
C -4.70755 1.20496 -4.44194
O -3.55543 0.88744 -3.68144
H -3.82110 2.85479 -5.50963
H -5.59822 2.85993 -5.51460
H -4.70045 3.32875 -4.05782
H -4.70120 0.52305 -5.29457
H -5.61339 1.00287 -3.85728
H -3.55247 1.47873 -2.91737
C 8.70059 -0.59880 6.96803
C 7.61140 -1.62189 6.71419
O 8.00118 -2.62629 5.78078
H 8.99684 -0.12618 6.03012
H 8.36286 0.17026 7.66442
H 9.58706 -1.07746 7.39538
H 6.73281 -1.14965 6.27704
H 7.30376 -2.08761 7.65735
H 8.76972 -3.08238 6.13706
C 9.66910 -3.04996 -2.26667
C 10.18459 -3.82478 -1.07166
O 9.10385 -4.47671 -0.40726
H 8.92740 -2.31886 -1.94188
H 10.46392 -2.52467 -2.79945
H 9.17697 -3.73604 -2.95637
H 10.64497 -3.16671 -0.33493
H 10.93374 -4.56296 -1.37794
H 8.69845 -5.07532 -1.04607
C 5.44765 -2.95897 -3.84194
C 5.75389 -4.43818 -3.71501
O 6.82310 -4.69226 -2.80408
H 6.33414 -2.41350 -4.16823
H 4.64620 -2.78792 -4.56127
H 5.12976 -2.54641 -2.88200
H 6.08181 -4.84989 -4.66919
H 4.85906 -4.98471 -3.40225
H 6.55344 -4.35447 -1.94201
C 9.97623 2.77157 10.50395
C 8.63924 2.83674 9.79030
O 8.11673 1.54631 9.49590
H 10.69908 2.21862 9.90364
H 10.36820 3.77243 10.69016
H 9.87717 2.26261 11.46577
H 8.74225 3.33316 8.82621
H 7.91856 3.40793 10.38530
H 7.98846 1.07470 10.32492
C -3.91708 1.78944 -8.79478
C -5.40798 1.54906 -8.91280
O -5.72916 0.51858 -9.84571
H -3.48930 2.04978 -9.76356
H -3.70890 2.59884 -8.09506
H -3.40473 0.89232 -8.43911
H -5.91502 2.44144 -9.28064
H -5.82925 1.30498 -7.93114
H -5.30832 -0.29210 -9.54304
C -3.93088 5.56413 -10.13206
C -3.29019 5.58702 -8.75841
O -1.97972 5.02712 -8.75680
H -3.96725 4.54072 -10.50966
H -4.94244 5.97045 -10.08843
H -3.34905 6.16097 -10.83996
H -3.86947 4.98345 -8.06003
H -3.25931 6.61005 -8.36767
H -1.43526 5.54631 -9.35615
C -3.84560 0.56673 5.41866
C -3.92872 -0.90846 5.75945
O -2.81028 -1.62913 5.26970
H -3.74175 0.68529 4.34048
H -4.73475 1.10568 5.75268
H -2.97128 1.02206 5.89115
H -4.79361 -1.36654 5.27728
H -4.03262 -1.04957 6.84291
H -1.98522 -1.28091 5.63030
C -7.30450 -3.18854 -0.77799
C -5.99388 -3.94730 -0.86669
O -5.50423 -4.33044 0.41172
H -7.18418 -2.30387 -0.15224
H -7.64283 -2.87518 -1.76690
H -8.08401 -3.81403 -0.33422
H -5.21667 -3.31528 -1.29600
H -6.10226 -4.82842 -1.50988
H -6.14993 -4.90352 0.83582
C -8.65654 8.12813 -11.24347
C -7.80323 6.95466 -10.80240
O -6.78259 7.33686 -9.88542
H -8.03484 8.89905 -11.69938
H -9.40910 7.81174 -11.96686
H -9.17369 8.57286 -10.39002
H -7.27886 6.51962 -11.65275
H -8.43084 6.17323 -10.36126
H -7.20275 7.71080 -9.10446
C -5.95415 3.36038 0.77023
C -7.24509 2.63151 1.09121
O -7.42101 1.46145 0.30330
H -5.91328 3.60047 -0.29324
H -5.87194 4.28547 1.34506
H -5.08892 2.73333 0.99632
H -8.11005 3.25792 0.86695
H -7.28074 2.38277 2.15873
H -6.66751 0.88042 0.46752